*1*
DFT (ωB97M-V/def2-TZVPD) results for 6 unconnected molecules or ions with the total composition C5H22N2O5.

Computed properties:
Net charge: 0
SMILES: C[C@H](N)C/C=C/N.O.O.O.O.O
HOMO level, Ha: -0.3285
Orbital gap, eV: 9.26
Lowest unoccupied orbital energy, eV: 0.32

Bonds (Å) are listed after each position.
Cartesian coordinates (Å):
1 C 0.437 3.218 -1.142  C2 1.550, H8 1.019, H9 1.156, H10 1.119
2 C -0.102 1.765 -1.096  C1 1.550, N3 1.540, C4 1.576, H11 1.110
3 N -0.433 1.318 -2.533  C2 1.540, H12 0.982, H13 1.089
4 C -1.288 1.484 -0.097  C2 1.576, C5 1.513, H14 1.167, H15 1.012
5 C -1.197 0.239 0.759  C4 1.513, C6 1.335, H16 1.081
6 C -1.756 -0.870 0.271  C5 1.335, N7 1.440, H17 1.080
7 N -1.622 -2.012 1.138  C6 1.440, H18 0.985, H19 1.070
8 H 1.452 3.307 -1.144  C1 1.019
9 H 0.092 3.736 -0.168  C1 1.156
10 H -0.053 3.732 -2.007  C1 1.119
11 H 0.782 1.150 -0.828  C2 1.110
12 H -1.249 1.827 -2.730  N3 0.982
13 H 0.356 1.803 -3.106  N3 1.089
14 H -1.587 2.265 0.718  C4 1.167
15 H -2.151 1.376 -0.616  C4 1.012
16 H -0.798 0.278 1.763  C5 1.081
17 H -2.383 -1.073 -0.585  C6 1.080
18 H -2.192 -1.954 1.940  N7 0.985
19 H -1.698 -2.952 0.632  N7 1.070
20 O -0.123 -1.500 -3.237  H21 0.999, H22 0.988
21 H -1.008 -1.882 -3.503  O20 0.999
22 H -0.217 -0.541 -3.022  O20 0.988
23 O 0.028 0.649 3.797  H24 0.963, H25 0.942
24 H 0.552 -0.151 3.900  O23 0.963
25 H -0.773 0.227 3.536  O23 0.942
26 O 0.605 -2.123 3.030  H27 1.000, H28 0.967
27 H 1.304 -1.775 2.405  O26 1.000
28 H -0.149 -2.509 2.565  O26 0.967
29 O 4.050 -0.604 0.542  H30 0.972, H31 1.062
30 H 3.866 -1.526 0.299  O29 0.972
31 H 3.085 -0.476 0.118  O29 1.062
32 O 1.535 -1.778 -0.419  H33 1.028, H34 1.000
33 H 1.341 -2.117 -1.370  O32 1.028
34 H 1.297 -2.533 0.192  O32 1.000

*2*
DFT (ωB97M-V/def2-TZVPD) results for 5 unconnected molecules or ions with the total composition C5H22N2O5.

Computed properties:
Net charge: 0
SMILES: C[C@@H](N)CNCCO.O.O.O.O
HOMO level, Ha: -0.3385
Orbital gap, eV: 9.60
Lowest unoccupied orbital energy, eV: 0.39

Bonds (Å) are listed after each position.
Cartesian coordinates (Å):
1 C 2.798 -0.820 0.136  C2 1.539, H9 1.098, H10 1.084, H11 1.124
2 C 1.731 -0.562 1.215  C1 1.539, N3 1.486, C4 1.515, H12 1.128
3 N 1.600 0.827 1.727  C2 1.486, H13 1.010, H14 1.005
4 C 0.444 -1.356 1.135  C2 1.515, N5 1.493, H15 1.113, H16 1.097
5 N -0.069 -1.363 -0.268  C4 1.493, C6 1.463, H17 1.007
6 C -1.478 -0.995 -0.413  N5 1.463, C7 1.491, H18 1.083, H19 1.132
7 C -1.795 -0.329 -1.708  C6 1.491, O8 1.517, H20 1.099, H21 1.087
8 O -1.116 0.988 -2.035  C7 1.517, H22 0.965
9 H 3.613 -1.467 0.488  C1 1.098
10 H 2.478 -0.913 -0.896  C1 1.084
11 H 3.385 0.129 -0.001  C1 1.124
12 H 2.327 -0.958 2.087  C2 1.128
13 H 1.062 1.450 1.143  N3 1.010
14 H 2.501 1.168 2.017  N3 1.005
15 H -0.396 -0.961 1.748  C4 1.113
16 H 0.708 -2.379 1.432  C4 1.097
17 H 0.608 -0.832 -0.793  N5 1.007
18 H -1.990 -1.945 -0.322  C6 1.083
19 H -1.814 -0.203 0.322  C6 1.132
20 H -1.257 -0.846 -2.514  C7 1.099
21 H -2.825 -0.017 -1.862  C7 1.087
22 H -0.231 0.912 -1.657  O8 0.965
23 O 0.313 2.674 -0.738  H24 0.995, H25 0.973
24 H -0.591 2.882 -1.098  O23 0.995
25 H 0.625 3.592 -0.812  O23 0.973
26 O 0.450 -3.739 -2.455  H27 0.967, H28 0.960
27 H 0.039 -3.116 -1.841  O26 0.967
28 H 1.380 -3.530 -2.346  O26 0.960
29 O -1.924 1.493 3.678  H30 0.959, H31 0.964
30 H -1.798 1.395 2.732  O29 0.959
31 H -1.415 0.751 4.024  O29 0.964
32 O -2.353 2.999 -0.507  H33 0.971, H34 0.960
33 H -2.910 2.979 -1.303  O32 0.971
34 H -2.101 2.093 -0.315  O32 0.960

Most stable = *2*

*1*
DFT (ωB97M-V/def2-TZVPD) results for a single C3H3FO2 molecule.

Computed properties:
Net charge: 0
SMILES: O=CCC(=O)F
HOMO level, Ha: -0.3930
Orbital gap, eV: 10.90
Lowest unoccupied orbital energy, eV: 0.21

Bonds (Å) are listed after each position.
Cartesian coordinates (Å):
1 O -1.294 -1.704 -0.416  C2 1.177
2 C -0.603 -0.785 -0.670  O1 1.177, C3 1.494, H7 1.066
3 C 0.290 -0.099 0.312  C2 1.494, C4 1.488, H8 1.112, H9 1.121
4 C 1.707 -0.464 0.042  C3 1.488, O5 1.150, F6 1.379
5 O 2.348 -1.319 0.465  C4 1.150
6 F 2.311 0.432 -0.815  C4 1.379
7 H -0.899 -0.178 -1.494  C2 1.066
8 H 0.484 0.946 -0.016  C3 1.112
9 H 0.083 -0.230 1.406  C3 1.121

*2*
DFT (ωB97M-V/def2-TZVPD) results for a single C3H3FO2 molecule.

Computed properties:
Net charge: 0
SMILES: CC(=O)C(=O)F
HOMO level, Ha: -0.3858
Orbital gap, eV: 10.19
Lowest unoccupied orbital energy, eV: -0.31

Bonds (Å) are listed after each position.
Cartesian coordinates (Å):
1 C -0.051 0.006 -0.115  C2 1.552, H7 1.034, H8 1.183, H9 1.078
2 C -0.922 1.059 -0.852  C1 1.552, O3 1.185, C4 1.684
3 O -0.668 1.678 -1.829  C2 1.185
4 C -2.470 0.926 -0.204  C2 1.684, O5 1.181, F6 1.393
5 O -2.841 0.101 0.554  C4 1.181
6 F -3.298 1.909 -0.744  C4 1.393
7 H -0.310 -0.899 -0.541  C1 1.034
8 H -0.302 0.088 1.039  C1 1.183
9 H 0.970 0.245 -0.365  C1 1.078

Most stable = *2*

*1*
DFT (ωB97M-V/def2-TZVPD) results for 20 unconnected molecules or ions with the total composition H39O20.

Computed properties:
Net charge: -1
HOMO level, Ha: -0.2272
Orbital gap, eV: 8.33
Lowest unoccupied orbital energy, eV: 2.15

Bonds (Å) are listed after each position.
Cartesian coordinates (Å):
1 O 3.796 1.920 -0.141  H11 0.961
2 H 3.928 0.934 1.192  O33 1.005
3 O 0.534 -3.283 0.861  H4 0.959, H5 0.958
4 H -0.091 -3.988 0.680  O3 0.959
5 H 1.080 -3.347 0.077  O3 0.958
6 O -0.372 -0.836 0.045  H7 0.963, H8 0.942
7 H -0.946 -0.586 -0.687  O6 0.963
8 H -0.925 -1.494 0.430  O6 0.942
9 O -0.004 2.225 -2.300  H10 0.967, H17 0.964
10 H 0.451 1.374 -2.244  O9 0.967
11 H 4.546 1.993 -0.736  O1 0.961
12 O 1.807 0.617 -0.831  H13 1.074, H14 0.959
13 H 2.789 1.046 -0.748  O12 1.074
14 H 1.892 0.219 0.037  O12 0.959
15 O 2.238 2.218 3.430  H16 0.971, H35 0.962
16 H 1.370 2.514 3.111  O15 0.971
17 H 0.683 2.870 -2.500  O9 0.964
18 O -2.318 1.256 -1.287  H19 0.964, H20 0.974
19 H -1.598 0.894 -0.758  O18 0.964
20 H -1.776 1.513 -2.055  O18 0.974
21 O -0.559 -4.071 -4.376  H38 0.963, H40 0.960
22 H 1.526 -1.266 3.915  O30 0.958
23 H 2.704 0.739 -2.660  O39 0.965
24 O -4.110 1.852 1.177  H25 0.947, H26 0.952
25 H -4.492 1.050 0.847  O24 0.947
26 H -3.172 2.008 1.203  O24 0.952
27 O -0.812 0.088 -4.835  H28 0.968, H29 0.966
28 H -0.488 0.951 -4.540  O27 0.968
29 H -0.318 -0.458 -4.209  O27 0.966
30 O 1.310 -1.779 4.696  H22 0.958, H32 0.957
31 H 0.369 2.339 0.814  O36 0.977
32 H 1.901 -2.530 4.750  O30 0.957
33 O 3.828 0.174 1.842  H2 1.005, H34 0.948
34 H 4.012 0.582 2.677  O33 0.948
35 H 2.049 1.279 3.334  O15 0.962
36 O 0.023 3.229 1.024  H31 0.977, H37 0.973
37 H 0.420 3.598 0.216  O36 0.973
38 H -1.186 -3.358 -4.534  O21 0.963
39 O 2.536 1.151 -3.516  H23 0.965, H41 0.955
40 H -0.585 -4.176 -3.422  O21 0.960
41 H 3.226 1.712 -3.863  O39 0.955
42 O -3.002 -1.076 1.720  H43 0.964, H44 0.974
43 H -3.141 -0.245 2.188  O42 0.964
44 H -2.592 -1.671 2.373  O42 0.974
45 O -2.183 -4.231 -0.902  H46 0.968, H47 0.955
46 H -2.290 -3.416 -1.413  O45 0.968
47 H -2.957 -4.787 -0.836  O45 0.955
48 O -0.900 -2.288 3.050  H49 0.960, H50 0.948
49 H -0.306 -1.956 2.372  O48 0.960
50 H -0.456 -2.835 3.684  O48 0.948
51 O 2.015 3.854 -1.305  H52 0.977, H53 0.962
52 H 2.429 3.463 -0.512  O51 0.977
53 H 2.660 3.637 -1.986  O51 0.962
54 O -1.754 1.577 4.024  H55 0.959, H56 0.955
55 H -1.698 2.213 3.308  O54 0.959
56 H -1.321 0.750 3.828  O54 0.955
57 O -3.100 -1.781 -1.955  H58 0.973, H59 0.963
58 H -2.698 -0.904 -2.079  O57 0.973
59 H -3.970 -1.478 -1.675  O57 0.963

*2*
DFT (ωB97M-V/def2-TZVPD) results for 20 unconnected molecules or ions with the total composition H39O20.

Computed properties:
Net charge: -1
HOMO level, Ha: -0.2420
Orbital gap, eV: 8.53
Lowest unoccupied orbital energy, eV: 1.94

Bonds (Å) are listed after each position.
Cartesian coordinates (Å):
1 O -1.164 2.956 0.779  H16 0.951, H59 1.188
2 H 2.824 4.096 -2.710  O33 0.945
3 O -3.855 0.573 3.228  H4 0.966, H5 0.975
4 H -4.089 0.376 2.311  O3 0.966
5 H -3.268 1.335 3.071  O3 0.975
6 O -0.888 -0.383 2.989  H8 1.013, H14 0.959
7 H 2.652 0.727 -3.367  O39 0.966
8 H -1.197 0.181 2.207  O6 1.013
9 O 2.162 1.224 3.812  H10 0.979, H17 0.954
10 H 1.470 0.551 3.647  O9 0.979
11 H 3.863 0.906 1.873  O12 0.953
12 O 4.379 0.705 1.098  H11 0.953, H47 0.972
13 H 0.703 -1.702 1.829  O30 0.971
14 H -1.691 -0.828 3.264  O6 0.959
15 O -3.095 0.639 -1.866  H22 0.960, H35 0.980
16 H -1.777 3.533 0.338  O1 0.951
17 H 1.677 2.035 3.943  O9 0.954
18 O 0.601 0.325 -1.703  H19 1.000, H20 1.013
19 H 0.334 -0.013 -0.800  O18 1.000
20 H 0.575 -0.533 -2.241  O18 1.013
21 O -1.906 -2.264 -1.592  H38 1.033, H40 1.059
22 H -2.307 0.824 -2.383  O15 0.960
23 H -0.554 0.311 -4.713  O51 0.997
24 O -0.353 -5.597 1.703  H25 0.967, H26 0.963
25 H -0.432 -5.082 0.889  O24 0.967
26 H -0.173 -4.999 2.435  O24 0.963
27 O -2.143 -4.177 0.242  H28 0.967, H29 0.972
28 H -2.837 -4.790 -0.036  O27 0.967
29 H -2.444 -3.765 1.070  O27 0.972
30 O 0.143 -1.994 1.092  H13 0.971, H32 0.972
31 H 2.468 -1.866 -1.453  O36 0.957
32 H -0.620 -2.397 1.539  O30 0.972
33 O 2.847 4.110 -1.765  H2 0.945, H53 0.956
34 H -4.607 -2.214 0.583  O48 0.980
35 H -3.070 -0.340 -1.825  O15 0.980
36 O 2.383 -2.380 -0.651  H31 0.957, H37 0.952
37 H 1.942 -3.207 -0.821  O36 0.952
38 H -1.286 -1.526 -1.220  O21 1.033
39 O 2.477 -0.185 -3.632  H7 0.966, H41 0.950
40 H -1.807 -3.154 -1.028  O21 1.059
41 H 2.959 -0.669 -2.972  O39 0.950
42 O 1.408 2.763 0.029  H43 0.976, H44 0.974
43 H 1.348 1.856 -0.327  O42 0.976
44 H 0.520 2.904 0.403  O42 0.974
45 O 0.334 3.752 2.788  H46 0.947, H49 0.965
46 H -0.342 4.194 3.283  O45 0.947
47 H 3.862 0.073 0.570  O12 0.972
48 O -3.816 -2.689 0.254  H34 0.980, H50 0.980
49 H -0.053 3.371 1.990  O45 0.965
50 H -3.318 -2.187 -0.425  O48 0.980
51 O -0.971 0.132 -5.601  H23 0.997, H52 0.971
52 H -1.836 -0.262 -5.397  O51 0.971
53 H 2.032 4.172 -1.269  O33 0.956
54 O 4.290 1.866 -2.242  H55 0.966, H56 0.955
55 H 3.401 1.994 -1.886  O54 0.966
56 H 4.723 2.608 -1.825  O54 0.955
57 O -2.240 0.728 1.125  H58 0.941
58 H -2.336 0.662 0.191  O57 0.941
59 H -1.820 2.025 1.115  O1 1.188

Most stable = *1*

*1*
DFT (ωB97M-V/def2-TZVPD) results for 2 unconnected molecules or ions with the total composition C2H9N2O.

Computed properties:
Net charge: -1
HOMO level, Ha: -0.1016
Orbital gap, eV: 7.29
Lowest unoccupied orbital energy, eV: 4.52

Bonds (Å) are listed after each position.
Cartesian coordinates (Å):
1 C -2.712 -0.218 0.268  O2 1.363, H3 1.116, H4 1.111, H5 1.118
2 O -1.401 -0.362 -0.077  C1 1.363
3 H -3.148 -1.192 0.594  C1 1.116
4 H -3.362 0.147 -0.555  C1 1.111
5 H -2.882 0.489 1.117  C1 1.118
6 N 1.254 1.304 0.464  C7 1.475, H9 1.006, H10 1.024
7 C 1.947 0.047 0.124  N6 1.475, N8 1.484, H11 1.101, H12 1.085
8 N 1.183 -0.817 -0.810  C7 1.484, H13 1.020, H14 1.045
9 H 1.325 1.522 1.444  N6 1.006
10 H 0.283 1.196 0.160  N6 1.024
11 H 2.145 -0.501 1.059  C7 1.101
12 H 2.898 0.163 -0.383  C7 1.085
13 H 1.243 -0.358 -1.719  N8 1.020
14 H 0.164 -0.699 -0.609  N8 1.045

*2*
DFT (ωB97M-V/def2-TZVPD) results for 2 unconnected molecules or ions with the total composition C2H9N2O.

Computed properties:
Net charge: -1
HOMO level, Ha: -0.1120
Orbital gap, eV: 7.61
Lowest unoccupied orbital energy, eV: 4.56

Bonds (Å) are listed after each position.
Cartesian coordinates (Å):
1 C 2.211 -0.388 1.363  O2 1.414, H3 1.102, H4 1.188, H5 1.251
2 O 0.829 -0.260 1.090  C1 1.414
3 H 2.978 -0.460 0.575  C1 1.102
4 H 2.631 0.466 2.074  C1 1.188
5 H 2.410 -1.419 2.041  C1 1.251
6 N -1.070 1.343 -0.259  C7 1.467, H9 1.094, H10 1.075
7 C -1.718 0.202 -0.916  N6 1.467, N8 1.570, H11 1.106, H12 1.115
8 N -0.645 -0.882 -1.288  C7 1.570, H13 0.996, H14 1.019
9 H -0.352 0.964 0.473  N6 1.094
10 H -0.393 1.668 -1.029  N6 1.075
11 H -2.413 -0.324 -0.234  C7 1.106
12 H -2.374 0.490 -1.770  C7 1.115
13 H -0.174 -0.561 -2.104  N8 0.996
14 H 0.105 -0.859 -0.597  N8 1.019

Most stable = *1*

*1*
DFT (ωB97M-V/def2-TZVPD) results for a gas-phase ion, C4H11N2O (charge +2).

Computed properties:
Net charge: +2
HOMO level (alpha / beta), Ha: -0.6831 / -0.6827
⟨S²⟩: 0.754
Orbital gap (alpha / beta), eV: 10.74 / 4.51
Spin multiplicity: 2
Lowest unoccupied orbital energy (alpha / beta), eV: -7.85 / -14.07

Bonds (Å) are listed after each position.
Cartesian coordinates (Å):
1 N 0.362 0.156 -1.182  C2 1.516, H8 1.089, H9 1.083, H10 1.108
2 C -0.170 -0.320 0.154  N1 1.516, C3 1.478, C6 1.487, H11 1.131
3 C 0.020 0.740 1.165  C2 1.478, C4 1.496, H12 1.134, H13 1.063
4 C 1.489 0.929 1.382  C3 1.496, O5 1.227, H14 1.032
5 O 2.147 0.842 0.350  C4 1.227
6 C -1.592 -0.665 -0.113  C2 1.487, N7 1.444, H15 1.119, H16 0.959
7 N -1.809 -1.455 -1.302  C6 1.444, H17 1.040, H18 0.973
8 H 1.430 0.052 -0.993  N1 1.089
9 H 0.212 1.204 -1.411  N1 1.083
10 H 0.053 -0.512 -2.009  N1 1.108
11 H 0.361 -1.264 0.478  C2 1.131
12 H -0.666 1.573 0.818  C3 1.134
13 H -0.240 0.683 2.195  C3 1.063
14 H 1.868 1.383 2.227  C4 1.032
15 H -1.895 -1.354 0.716  C6 1.119
16 H -2.182 0.084 -0.012  C6 0.959
17 H -2.609 -1.209 -1.919  N7 1.040
18 H -1.863 -2.388 -1.034  N7 0.973

*2*
DFT (ωB97M-V/def2-TZVPD) results for 2 unconnected molecules or ions with the total composition C4H11N2O.

Computed properties:
Net charge: +2
HOMO level (alpha / beta), Ha: -0.7232 / -0.7231
⟨S²⟩: 0.759
Orbital gap (alpha / beta), eV: 9.85 / 6.51
Spin multiplicity: 2
Lowest unoccupied orbital energy (alpha / beta), eV: -9.83 / -13.17

Bonds (Å) are listed after each position.
Cartesian coordinates (Å):
1 O 0.898 -1.488 2.864  C2 1.230
2 C 0.527 -1.352 1.699  O1 1.230, C3 1.508, H5 1.162
3 C 1.468 -1.283 0.522  C2 1.508, C4 1.600, H6 1.127, H7 1.199
4 C 1.005 -2.014 -0.823  C3 1.600, H8 1.115, H9 1.077, H10 1.103
5 H -0.572 -1.165 1.372  C2 1.162
6 H 2.522 -1.518 0.846  C3 1.127
7 H 1.565 -0.119 0.248  C3 1.199
8 H 1.161 -3.117 -0.780  C4 1.115
9 H 1.681 -1.718 -1.608  C4 1.077
10 H -0.068 -1.836 -1.007  C4 1.103
11 N -0.565 1.032 -0.581  C12 1.359, H14 1.020, H15 1.016
12 C -1.550 1.794 -0.035  N11 1.359, N13 1.355, H16 1.085
13 N -1.779 3.057 -0.469  C12 1.355, H17 0.985, H18 1.039
14 H -0.053 1.221 -1.443  N11 1.020
15 H -0.239 0.158 -0.178  N11 1.016
16 H -2.176 1.392 0.755  C12 1.085
17 H -2.400 3.637 0.030  N13 0.985
18 H -1.426 3.318 -1.411  N13 1.039

Most stable = *2*